[1]
Formula: C19H32I2N2O4S3Se2Sn
Source: the OMol25 dataset
Level of theory: ωB97M-V/def2-TZVPD

Output
E_LUMO: -0.3 eV
HOMO-LUMO gap: 6.85 eV
highest occupied orbital energy: -0.2622 Ha
ΔE to the lowest compared entry with this formula, charge and spin: 14.4 kcal/mol

Cartesian coordinates (Å):
Sn1 -0.503 -0.786 -0.223
C1 -3.433 -3.576 4.082
C2 -2.636 -2.356 4.516
S1 -1.651 -1.614 3.166
C3 -2.498 -0.041 2.848
C4 -3.751 -0.136 2.001
S2 -3.465 -0.779 0.315
C5 -4.392 -2.355 0.287
C6 -3.984 -3.413 1.293
S3 -4.804 -3.222 2.929
H1 -3.910 -4.019 4.959
H2 -2.780 -4.311 3.609
H3 -1.908 -2.663 5.273
H4 -3.274 -1.577 4.934
H5 -1.757 0.579 2.341
H6 -2.729 0.409 3.815
H7 -4.152 0.868 1.862
H8 -4.504 -0.778 2.457
H9 -4.211 -2.724 -0.723
H10 -5.448 -2.102 0.386
H11 -2.909 -3.410 1.462
H12 -4.281 -4.396 0.919
O1 1.982 0.656 -2.192
C7 1.601 1.422 -3.304
C8 0.085 1.652 -3.466
C9 -0.024 2.577 -4.719
O2 -1.329 2.896 -5.106
C10 -0.496 2.469 -2.318
Se1 -0.632 1.779 -0.445
C11 -0.728 0.398 -3.787
Se2 -0.449 -1.313 -2.783
H13 1.965 -0.271 -2.454
H14 1.994 0.976 -4.225
H15 2.076 2.400 -3.171
H16 0.526 2.113 -5.552
H17 0.449 3.535 -4.489
H18 -1.763 2.100 -5.433
H19 -1.512 2.768 -2.577
H20 0.114 3.363 -2.183
H21 -0.534 0.087 -4.817
H22 -1.791 0.609 -3.664
I1 2.691 -2.958 -0.347
C12 1.589 -4.789 -0.184
I2 -0.254 -4.619 0.871
H23 2.207 -5.500 0.352
H24 1.360 -5.133 -1.186
O3 4.730 2.609 -2.688
C13 4.724 3.306 -1.465
N1 3.884 2.595 -0.546
C14 4.285 2.276 0.704
O4 5.349 2.623 1.182
C15 3.261 1.523 1.491
C16 3.064 1.814 2.837
C17 2.066 1.144 3.523
C18 1.302 0.214 2.838
N2 1.515 -0.101 1.568
C19 2.480 0.528 0.918
H25 5.455 2.926 -3.236
H26 4.320 4.326 -1.617
H27 5.724 3.370 -1.012
H28 3.020 2.229 -0.918
H29 3.678 2.564 3.312
H30 1.868 1.346 4.565
H31 0.501 -0.324 3.325
H32 2.626 0.219 -0.106

[2]
Formula: C19H32N10O8P
Source: the OMol25 dataset
Level of theory: ωB97M-V/def2-TZVPD

Output
E_LUMO: -2.6 eV
HOMO-LUMO gap: 7.51 eV
highest occupied orbital energy: -0.3727 Ha
charge: +1

Cartesian coordinates (Å):
O1 0.311 -3.581 3.008
O2 4.347 -0.871 1.162
O3 -0.294 -1.408 -0.691
N1 0.730 2.106 -5.703
N2 -1.530 4.016 -7.985
N3 -2.117 4.228 -5.697
O4 -0.329 3.231 -1.841
O5 -3.471 2.618 -1.891
O6 -1.819 -1.401 1.198
O7 -0.124 0.609 0.868
O8 -2.181 0.311 -0.780
C1 1.486 -3.838 3.252
C2 3.398 -1.636 1.076
C3 0.464 2.204 -4.420
C4 -2.233 -0.754 4.932
C5 -2.297 4.493 -6.999
C6 -0.551 3.218 -7.626
C7 -1.088 3.446 -5.394
C8 -0.253 2.891 -6.320
N4 -2.807 -1.129 3.825
N5 0.197 2.759 -8.648
N6 3.301 -2.438 0.013
N7 -0.947 -0.461 5.011
N8 -0.644 3.008 -4.174
N9 2.500 -3.030 2.925
N10 -2.989 -0.667 5.991
C9 1.849 -5.119 3.963
C10 2.318 -3.495 -0.243
C11 0.382 1.610 -0.032
C12 0.013 -0.434 3.891
C13 -1.316 3.247 -2.890
C14 1.461 -0.567 4.376
C15 -0.730 2.284 -0.846
C16 -2.311 2.120 -2.575
C17 -1.503 1.234 -1.644
C18 2.483 -0.567 3.224
C19 2.372 -1.740 2.220
P1 -1.089 -0.481 0.133
H1 -4.035 1.876 -1.606
H2 -1.971 -2.173 0.628
H3 1.045 1.709 -3.647
H4 -3.126 5.140 -7.274
H5 -2.237 -1.243 2.992
H6 -3.777 -1.366 3.794
H7 0.102 3.328 -9.479
H8 1.120 2.456 -8.358
H9 4.019 -2.293 -0.681
H10 -0.587 -0.210 5.914
H11 3.431 -3.340 3.166
H12 -3.964 -0.891 5.930
H13 -2.596 -0.380 6.869
H14 0.938 -5.634 4.266
H15 2.417 -5.757 3.288
H16 2.447 -4.893 4.844
H17 2.248 -3.679 -1.316
H18 2.629 -4.418 0.251
H19 1.329 -3.212 0.120
H20 1.112 1.160 -0.716
H21 0.910 2.377 0.544
H22 -0.090 0.514 3.361
H23 -0.205 -1.243 3.200
H24 -1.840 4.211 -2.923
H25 1.566 -1.481 4.960
H26 1.686 0.277 5.029
H27 -1.403 2.790 -0.142
H28 -2.611 1.586 -3.484
H29 -0.804 0.670 -2.276
H30 2.381 0.371 2.675
H31 3.481 -0.580 3.666
H32 1.397 -1.687 1.739

[3]
Formula: C19H32N6O3
Source: the OMol25 dataset
Level of theory: ωB97M-V/def2-TZVPD

Output
E_LUMO: 0.5 eV
HOMO-LUMO gap: 8.71 eV
highest occupied orbital energy: -0.3031 Ha
ΔE to the lowest compared entry with this formula, charge and spin: 17.2 kcal/mol

Cartesian coordinates (Å):
C1 -1.801 6.280 1.383
C2 -1.196 4.920 1.060
C3 -0.855 4.137 2.325
C4 -0.227 2.780 1.995
N1 0.015 2.004 3.198
C5 1.216 2.393 3.918
C6 1.059 2.220 5.431
C7 -0.112 3.033 5.975
C8 -0.310 2.815 7.470
C9 -0.163 0.579 3.052
C10 0.812 -0.165 2.111
N2 0.551 0.101 0.717
C11 1.426 0.708 -0.095
O1 2.535 1.076 0.223
C12 0.867 0.915 -1.518
C13 0.417 -0.380 -2.072
N3 -0.696 -0.989 -1.679
C14 -0.722 -2.154 -2.360
C15 0.396 -2.262 -3.177
C16 0.621 -3.402 -4.012
O2 1.550 -3.621 -4.762
N4 -0.425 -4.312 -3.861
C17 -1.555 -4.252 -3.065
O3 -2.371 -5.144 -3.059
N5 -1.682 -3.117 -2.292
C18 -2.824 -2.953 -1.421
N6 1.117 -1.108 -2.967
C19 2.376 -0.791 -3.586
H1 -2.040 6.821 0.470
H2 -2.714 6.163 1.962
H3 -1.103 6.879 1.963
H4 -1.902 4.344 0.456
H5 -0.289 5.057 0.467
H6 -0.170 4.726 2.936
H7 -1.758 3.968 2.913
H8 0.694 2.936 1.411
H9 -0.930 2.227 1.368
H10 1.400 3.448 3.713
H11 2.103 1.837 3.577
H12 0.911 1.167 5.676
H13 1.986 2.540 5.912
H14 -1.014 2.744 5.435
H15 0.066 4.093 5.783
H16 -0.514 1.767 7.680
H17 0.583 3.105 8.020
H18 -1.145 3.407 7.837
H19 -0.070 0.131 4.043
H20 -1.185 0.403 2.702
H21 1.841 0.145 2.303
H22 0.728 -1.241 2.297
H23 -0.326 -0.214 0.321
H24 0.018 1.597 -1.442
H25 1.643 1.366 -2.133
H26 -0.355 -5.157 -4.418
H27 -3.518 -3.766 -1.627
H28 -2.508 -2.991 -0.378
H29 -3.295 -1.990 -1.616
H30 2.278 0.091 -4.222
H31 2.673 -1.641 -4.197
H32 3.135 -0.602 -2.826